1.
The following is a quantum chemistry calculation of a molecular structure, C12H30F8K4N4O24P2S8 in a non-equilibrium geometry, from OMol25.

The HOMO energy comes out at -0.3373 hartree. The HOMO-LUMO gap comes out at 0.224 Ha. The calculation puts the calculated total energy at -260329.418 eV. As for the molecular weight: 1241.24 g mol⁻¹. The value obtained for the lowest unoccupied orbital energy is -3.085 eV.

```
! RIJCOSX wB97M-V def2-TZVPD def2/J DEFGRID3
* xyz 0 1
K -2.48 -0.33 -2.71
K -1.68 0.89 3.84
K 4.00 -0.10 -0.58
K 1.45 2.28 2.39
N -4.39 -1.79 -1.20
S -4.33 -2.58 0.11
O -5.28 -3.69 0.27
O -3.80 -2.05 1.32
F -2.99 -3.36 -0.30
S -6.00 -1.20 -0.90
O -6.27 -0.57 0.37
O -6.99 -2.01 -1.52
F -5.91 0.01 -1.98
N -1.97 -1.82 -4.85
S -2.02 -2.33 -6.21
O -2.14 -3.73 -6.37
O -1.38 -1.45 -7.22
F -3.55 -1.75 -6.49
S -0.54 -2.57 -4.48
O 0.61 -2.27 -5.34
O -0.61 -4.00 -3.98
F -0.33 -1.51 -3.17
N -0.71 0.94 1.24
S -1.13 1.66 -0.09
O -2.42 2.34 0.04
O -0.69 1.24 -1.45
F -0.06 2.81 0.32
S -0.25 -0.46 0.49
O 1.22 -0.58 0.37
O -1.14 -1.09 -0.52
F -0.47 -1.34 1.82
N 3.81 2.16 -2.01
S 3.37 3.41 -1.39
O 2.12 4.10 -1.80
O 4.49 4.26 -0.97
F 2.82 2.66 -0.04
S 4.21 2.78 -3.55
O 4.81 4.10 -3.68
O 3.19 2.50 -4.46
F 5.39 1.73 -3.85
C 3.04 7.44 4.25
C 2.10 7.73 3.11
O 0.82 7.26 3.56
P 0.18 5.95 2.72
O 1.05 4.83 2.28
O -1.20 5.55 3.53
C -1.80 6.49 4.43
C -2.67 7.45 3.62
O -0.56 6.70 1.47
C -0.90 5.97 0.23
C -1.18 7.18 -0.68
H 3.91 8.10 4.29
H 2.73 7.23 5.28
H 3.43 6.44 4.11
H 2.05 8.78 2.86
H 2.50 7.24 2.22
H -2.38 5.81 5.06
H -1.11 7.11 5.00
H -3.44 7.73 4.34
H -2.18 8.42 3.57
H -3.08 7.02 2.71
H -0.10 5.31 -0.10
H -1.79 5.35 0.26
H -1.20 6.76 -1.68
H -1.98 7.87 -0.41
H -0.40 7.93 -0.55
C 0.46 -9.64 1.71
C -0.33 -8.48 1.13
O 0.41 -7.48 0.55
P 1.57 -6.54 1.20
O 2.27 -7.12 2.40
O 2.58 -6.11 0.04
C 3.55 -6.87 -0.62
C 3.13 -7.20 -2.09
O 0.93 -5.03 1.46
C -0.07 -4.57 0.53
C 0.26 -4.17 -0.91
H 0.67 -9.29 2.72
H -0.13 -10.54 1.86
H 1.38 -9.95 1.22
H -1.05 -8.85 0.40
H -0.85 -8.01 1.97
H 4.37 -6.15 -0.55
H 3.98 -7.68 -0.02
H 3.88 -7.71 -2.70
H 2.24 -7.83 -2.13
H 3.19 -6.32 -2.72
H -0.80 -5.35 0.34
H -0.55 -3.71 1.00
H 0.64 -5.09 -1.36
H -0.59 -3.85 -1.52
H 1.06 -3.43 -0.86
*
```

---

2.
The following is a quantum chemistry calculation of 9 unconnected molecules or ions with the total composition C18H54O9 in a non-equilibrium geometry, from OMol25.

The value obtained for the energy relative to the best compared isomer or geometry (same formula, charge and spin) is 67.7 kcal/mol. The HOMO energy comes out at -0.3609 hartree. The HOMO-LUMO gap comes out at 0.371 Ha. The calculation puts the calculated total energy at -37966.929 eV. As for the molecular weight: 414.62 g mol⁻¹. The value obtained for the lowest unoccupied orbital energy is 0.264 eV.

```
! RIJCOSX wB97M-V def2-TZVPD def2/J DEFGRID3
* xyz 0 1
C 2.49 -3.30 -0.14
C 3.29 -2.09 -0.60
O 3.49 -2.22 -2.00
H 1.66 -3.48 -0.82
H 2.12 -3.12 0.88
H 3.14 -4.17 -0.06
H 4.24 -2.01 -0.06
H 2.75 -1.16 -0.38
H 3.80 -1.39 -2.38
C -2.17 -1.60 4.13
C -2.46 -1.99 2.71
O -3.60 -2.86 2.61
H -2.96 -1.03 4.61
H -1.21 -1.09 4.20
H -2.03 -2.50 4.73
H -1.64 -2.52 2.21
H -2.61 -1.11 2.07
H -4.12 -2.55 1.86
C 2.86 -1.78 4.41
C 2.03 -3.02 4.69
O 2.13 -3.91 3.59
H 2.60 -0.96 5.07
H 2.61 -1.50 3.38
H 3.93 -2.00 4.49
H 0.99 -2.69 4.85
H 2.38 -3.50 5.61
H 1.30 -4.41 3.58
C 0.41 -0.38 1.57
C -0.14 -0.21 0.17
O -0.08 1.11 -0.31
H 1.45 -0.05 1.61
H 0.42 -1.41 1.92
H -0.16 0.20 2.30
H -1.18 -0.57 0.18
H 0.39 -0.85 -0.55
H 0.85 1.36 -0.45
C 2.77 2.97 1.03
C 3.55 2.25 -0.05
O 2.62 1.61 -0.94
H 3.38 3.33 1.86
H 2.03 2.31 1.48
H 2.26 3.86 0.66
H 4.16 1.45 0.38
H 4.23 2.90 -0.60
H 3.10 1.18 -1.66
C -0.45 4.02 -2.29
C -1.76 3.33 -2.60
O -2.18 3.64 -3.93
H -0.60 5.10 -2.32
H 0.31 3.75 -3.03
H -0.06 3.74 -1.31
H -2.56 3.60 -1.90
H -1.62 2.24 -2.52
H -3.13 3.48 -3.98
C -3.33 2.54 3.03
C -2.85 2.28 1.63
O -1.50 2.68 1.51
H -4.39 2.38 3.25
H -3.11 3.56 3.34
H -2.81 1.85 3.71
H -3.49 2.85 0.94
H -2.91 1.22 1.34
H -1.11 2.21 0.74
C 0.61 0.28 -3.86
C 0.93 -0.11 -5.31
O 1.34 1.04 -6.04
H 1.34 0.97 -3.43
H 0.56 -0.53 -3.13
H -0.33 0.84 -3.79
H 0.01 -0.54 -5.72
H 1.71 -0.85 -5.35
H 0.60 1.65 -6.10
C -3.19 -0.75 -2.97
C -2.23 -1.90 -2.71
O -2.96 -2.97 -2.15
H -3.72 -0.43 -2.07
H -3.90 -1.10 -3.72
H -2.68 0.14 -3.35
H -1.38 -1.55 -2.13
H -1.89 -2.13 -3.73
H -2.36 -3.67 -1.88
*
```

---

3.
The following is a quantum chemistry calculation of C2H3NOS2 in the gas phase in a non-equilibrium geometry, from OMol25.

The value obtained for the energy relative to the best compared isomer or geometry (same formula, charge and spin) is 106.1 kcal/mol. The HOMO energy comes out at -0.3278 hartree. The HOMO-LUMO gap comes out at 0.252 Ha. The calculation puts the calculated total energy at -27326.177 eV. As for the molecular weight: 121.19 g mol⁻¹. The value obtained for the lowest unoccupied orbital energy is -2.053 eV.

```
! RIJCOSX wB97M-V def2-TZVPD def2/J DEFGRID3
* xyz 0 1
C -0.84 0.60 -0.53
C -0.26 -0.68 0.08
N -2.04 0.96 -0.19
O -2.41 2.11 -0.17
S -1.32 -2.00 -0.15
S -3.26 -0.34 0.19
H -0.28 1.39 -0.86
H 0.66 -0.86 -0.55
H 0.02 -0.54 1.18
*
```

---

4.
The following is a quantum chemistry calculation of 5 unconnected molecules or ions with the total composition C34H49BrNO6P2, from OMol25.

The HOMO energy comes out at -0.1706 hartree. The HOMO-LUMO gap comes out at 0.253 Ha. The calculation puts the calculated total energy at -138446.869 eV. As for the molecular weight: 709.62 g mol⁻¹. The value obtained for the lowest unoccupied orbital energy is 2.238 eV.

```
! RIJCOSX wB97M-V def2-TZVPD def2/J DEFGRID3
* xyz -1 1
C 1.95 1.00 -1.41
C 1.23 -0.23 -1.96
C -0.10 -0.52 -1.24
C -1.31 -0.52 -2.16
P -3.04 -1.05 -1.55
C -2.54 -1.37 0.29
O -2.20 -0.18 1.01
C -2.92 -0.01 2.20
C -4.83 -1.82 -1.18
O -5.43 -2.22 -2.43
N -6.20 -3.33 -2.29
O -6.71 -3.62 -3.32
C -3.68 0.71 -1.18
C -4.63 1.27 -2.22
C -5.47 2.43 -1.71
Br -3.67 1.90 -3.83
P -2.25 -3.31 -2.00
O -0.88 -3.69 -1.54
O -3.35 -4.44 -1.51
O -2.32 -3.55 -3.63
H 2.16 0.88 -0.34
H 2.91 1.17 -1.91
H 1.35 1.90 -1.54
H 1.89 -1.10 -1.88
H 1.05 -0.10 -3.03
H -0.23 0.23 -0.45
H -0.04 -1.50 -0.76
H -1.45 0.48 -2.59
H -1.09 -1.17 -3.01
H -3.46 -1.00 -2.93
H -3.38 -1.86 0.78
H -1.69 -2.06 0.34
H -2.69 -0.79 2.94
H -2.65 0.96 2.62
H -4.00 -0.02 2.03
H -5.49 -1.07 -0.73
H -4.79 -2.69 -0.53
H -4.27 0.65 -0.25
H -2.88 1.41 -0.98
H -5.28 0.48 -2.61
H -4.86 3.32 -1.55
H -5.92 2.14 -0.76
H -6.27 2.69 -2.40
H -3.47 -5.13 -2.16
H -1.55 -4.09 -3.86
C -6.68 5.51 2.80
C -5.94 4.49 3.37
C -6.13 3.18 2.94
C -7.06 2.90 1.95
C -7.80 3.92 1.38
C -7.61 5.23 1.81
H -6.53 6.53 3.12
H -5.21 4.70 4.13
H -5.55 2.37 3.38
H -7.20 1.88 1.62
H -8.51 3.70 0.60
H -8.18 6.03 1.36
C 4.29 -1.85 2.62
C 4.65 -2.28 1.35
C 3.67 -2.63 0.43
C 2.33 -2.56 0.78
C 1.97 -2.14 2.05
C 2.95 -1.78 2.97
H 5.05 -1.55 3.33
H 5.70 -2.31 1.07
H 3.95 -2.95 -0.57
H 1.57 -2.83 0.06
H 0.92 -2.07 2.31
H 2.67 -1.43 3.96
C 4.80 2.60 0.79
C 4.71 3.98 0.66
C 4.01 4.72 1.60
C 3.41 4.08 2.67
C 3.50 2.71 2.80
C 4.20 1.97 1.86
H 5.34 2.02 0.05
H 5.18 4.48 -0.18
H 3.94 5.80 1.50
H 2.85 4.66 3.40
H 3.02 2.20 3.63
H 4.26 0.89 1.95
C 8.42 -2.93 -2.29
C 9.72 -2.48 -2.11
C 10.29 -2.50 -0.85
C 9.56 -2.97 0.24
C 8.26 -3.42 0.06
C 7.69 -3.40 -1.21
H 7.97 -2.91 -3.28
H 10.29 -2.11 -2.96
H 11.31 -2.14 -0.71
H 10.01 -2.98 1.22
H 7.70 -3.79 0.90
H 6.67 -3.75 -1.35
*
```

---

Copy entry 3 word for word.
The following is a quantum chemistry calculation of C2H3NOS2 in the gas phase in a non-equilibrium geometry, from OMol25.

The value obtained for the energy relative to the best compared isomer or geometry (same formula, charge and spin) is 106.1 kcal/mol. The HOMO energy comes out at -0.3278 hartree. The HOMO-LUMO gap comes out at 0.252 Ha. The calculation puts the calculated total energy at -27326.177 eV. As for the molecular weight: 121.19 g mol⁻¹. The value obtained for the lowest unoccupied orbital energy is -2.053 eV.

```
! RIJCOSX wB97M-V def2-TZVPD def2/J DEFGRID3
* xyz 0 1
C -0.84 0.60 -0.53
C -0.26 -0.68 0.08
N -2.04 0.96 -0.19
O -2.41 2.11 -0.17
S -1.32 -2.00 -0.15
S -3.26 -0.34 0.19
H -0.28 1.39 -0.86
H 0.66 -0.86 -0.55
H 0.02 -0.54 1.18
*
```

---

- Which of these has the highest calculated total energy?
  C2H3NOS2

---

- Number 2 is which compound?
  C18H54O9